Entry 1:
Formula: C9H13NO2
Source: the OMol25 dataset
Level of theory: ωB97M-V/def2-TZVPD

Properties
E in a.u.: -555.98649
Frontier orbital gap in eV: 9.0991
Highest occupied orbital energy in eV: -8.272
ΔE to the lowest compared entry with this formula, charge and spin in kcal/mol: 10.8
Structure (SMILES): Cc1ccc(O)cc1.CC(N)=O
F_max in hartree/bohr: 0.034

The geometry in XYZ format:
```
25
C9H13NO2, DFT ωB97M-V/def2-TZVPD
C -1.56 -1.19 2.08
C -0.32 -1.01 1.23
C -0.37 -1.19 -0.15
C 0.80 -1.23 -0.90
C 2.02 -1.27 -0.27
O 3.22 -1.30 -0.92
C 2.08 -1.29 1.12
C 0.91 -1.16 1.85
H -1.91 -2.22 2.04
H -2.44 -0.62 1.78
H -1.33 -0.99 3.11
H -1.30 -1.32 -0.70
H 0.79 -1.17 -1.97
H 3.18 -1.74 -1.79
H 3.05 -1.51 1.56
H 1.07 -1.11 2.91
C -1.55 2.18 -0.32
C -0.96 1.89 -1.66
N 0.10 2.67 -2.05
O -1.20 0.86 -2.27
H -1.58 3.22 -0.06
H -0.78 1.81 0.36
H -2.44 1.60 -0.14
H 0.45 2.43 -2.97
H 0.08 3.66 -1.85
```

=====

Entry 2:
Formula: C9H13NO2
Source: the OMol25 dataset
Level of theory: ωB97M-V/def2-TZVPD

Properties
E in a.u.: -555.78387
Frontier orbital gap (spin up / spin down) in eV: 7.1416 / 7.1437
Highest occupied orbital energy (spin up / spin down) in eV: -6.774 / -6.775
ΔE to the lowest compared entry with this formula, charge and spin in kcal/mol: 138.0
F_max in hartree/bohr: 0.095

The geometry in XYZ format:
```
25
C9H13NO2, DFT ωB97M-V/def2-TZVPD
C 1.08 -1.23 -1.51
C -1.64 0.47 -2.06
C 0.24 0.91 2.92
C 1.72 0.75 2.80
C -1.07 -0.98 -2.52
C -1.78 0.29 -0.55
C 0.98 0.63 1.57
C 0.92 -0.56 0.75
C -0.29 -1.28 -1.31
N 1.71 -0.74 -0.30
O 1.73 -1.61 -2.48
O -0.92 -0.78 -0.19
H -1.12 1.30 -2.33
H -2.71 0.70 -2.52
H -0.19 0.08 3.35
H -0.20 1.89 3.08
H 2.30 1.71 2.98
H 2.00 -0.27 3.31
H -1.87 -1.64 -2.75
H -0.45 -0.84 -3.41
H -1.46 1.13 0.19
H -2.77 -0.01 -0.37
H 1.09 1.53 0.90
H 0.42 -1.53 1.12
H 2.28 0.09 -0.65
```

=====

Entry 3:
Formula: C9H13NO2
Source: the OMol25 dataset
Level of theory: ωB97M-V/def2-TZVPD

Properties
E in a.u.: -555.91016
Frontier orbital gap in eV: 8.3129
Highest occupied orbital energy in eV: -7.651
ΔE to the lowest compared entry with this formula, charge and spin in kcal/mol: 58.7
Structure (SMILES): COc1cc(C)cc(CN)c1O
F_max in hartree/bohr: 0.082

The geometry in XYZ format:
```
25
C9H13NO2, DFT ωB97M-V/def2-TZVPD
C 2.25 -2.44 0.69
O 1.73 -1.79 -0.53
C 1.01 -0.60 -0.29
C 1.70 0.59 -0.18
C 0.92 1.79 -0.02
C 1.65 3.19 -0.08
C -0.48 1.72 0.25
C -1.09 0.52 0.00
C -2.56 0.65 0.22
N -3.28 -0.61 -0.05
C -0.40 -0.72 -0.14
O -1.03 -1.88 -0.23
H 2.98 -3.11 0.17
H 2.86 -1.62 1.20
H 1.44 -2.88 1.26
H 2.79 0.65 -0.20
H 1.46 3.72 -1.05
H 2.65 3.03 0.19
H 1.35 3.71 0.82
H -0.93 2.60 0.71
H -2.96 1.47 -0.38
H -2.77 0.96 1.27
H -3.67 -0.55 -0.96
H -3.82 -0.74 0.76
H -1.99 -1.76 -0.12
```

=====

Entry 4:
Formula: C9H13NO6
Source: the OMol25 dataset
Level of theory: ωB97M-V/def2-TZVPD

Properties
E in a.u.: -856.72150
Frontier orbital gap (spin up / spin down) in eV: 8.2785 / 6.2611
Highest occupied orbital energy (spin up / spin down) in eV: -8.941 / -8.935
ΔE to the lowest compared entry with this formula, charge and spin in kcal/mol: 32.1
F_max in hartree/bohr: 0.068

The geometry in XYZ format:
```
29
C9H13NO6, DFT ωB97M-V/def2-TZVPD
N 0.17 -4.40 -1.78
O 1.38 -1.40 -0.44
O 1.22 -4.52 -1.26
C 1.99 0.11 1.75
C 0.50 0.27 1.43
C 0.52 -2.06 0.21
C -0.80 -2.40 -0.15
C -1.64 -1.67 -1.07
C -1.44 1.45 0.01
C 0.14 1.23 0.21
C 0.90 2.49 0.44
O 0.35 0.72 -1.09
O -2.26 0.80 0.61
O -0.32 -0.50 1.91
C -1.76 2.33 -1.15
O -2.72 -2.17 -1.47
H 2.56 0.17 0.81
H 2.31 0.86 2.48
H 2.14 -0.91 2.13
H 0.83 -2.41 1.22
H -1.30 -3.14 0.50
H -1.34 -0.66 -1.46
H 0.65 2.80 1.47
H 1.97 2.24 0.34
H 0.63 3.25 -0.30
H 0.88 -0.15 -1.08
H -1.01 2.26 -1.93
H -2.72 2.05 -1.56
H -1.82 3.36 -0.79
```

=====

Entry 5:
Formula: C9H13NP
Source: the OMol25 dataset
Level of theory: ωB97M-V/def2-TZVPD

Properties
E in a.u.: -746.41514
Frontier orbital gap in eV: 8.9953
Highest occupied orbital energy in eV: -12.688
ΔE to the lowest compared entry with this formula, charge and spin in kcal/mol: 43.3
Net charge: +1
Structure (SMILES): C1#CC[C@@]2(CCC=P2)C[NH2+]C1
F_max in hartree/bohr: 0.097

The geometry in XYZ format:
```
24
C9H13NP, DFT ωB97M-V/def2-TZVPD
C -2.54 0.52 0.79
C -1.78 0.07 1.59
C -0.55 -0.49 1.97
C 0.24 -0.35 0.52
C 1.63 -0.99 0.47
C 2.73 -0.18 -0.20
C 2.38 1.23 -0.11
P 0.83 1.57 0.51
C -0.67 -0.57 -0.85
N -1.42 0.69 -1.32
C -2.81 0.70 -0.64
H -0.19 -0.01 2.82
H -0.50 -1.53 2.29
H 1.42 -2.00 -0.11
H 1.79 -1.35 1.42
H 2.79 -0.39 -1.26
H 3.69 -0.33 0.25
H 3.06 2.02 -0.58
H 0.02 -0.92 -1.55
H -1.31 -1.38 -0.83
H -1.28 0.70 -2.35
H -0.94 1.44 -0.80
H -3.45 -0.11 -1.02
H -3.15 1.66 -1.00
```

=====

Entry 6:
Formula: C9H13NS
Source: the OMol25 dataset
Level of theory: ωB97M-V/def2-TZVPD

Properties
E in a.u.: -803.50083
Frontier orbital gap (spin up / spin down) in eV: 5.8641 / 8.0241
Highest occupied orbital energy (spin up / spin down) in eV: -6.780 / -7.459
ΔE to the lowest compared entry with this formula, charge and spin in kcal/mol: 99.5
F_max in hartree/bohr: 0.083

The geometry in XYZ format:
```
24
C9H13NS, DFT ωB97M-V/def2-TZVPD
C 3.64 0.14 0.00
C 2.87 -0.50 0.97
C 3.08 1.14 -0.82
C 1.51 -0.30 1.02
C 1.66 1.40 -0.75
C 0.93 0.65 0.16
C -1.78 -1.78 -0.47
C -3.45 -0.17 0.55
C -2.17 -0.88 0.58
N -0.44 0.89 0.29
S -1.19 2.00 -0.56
H 4.73 -0.14 0.09
H 3.45 -1.32 1.35
H 3.58 1.92 -1.48
H 0.79 -0.72 1.67
H 1.39 2.18 -1.41
H -1.93 -2.89 -0.30
H -2.42 -1.54 -1.45
H -0.75 -1.72 -0.64
H -4.09 -0.28 -0.33
H -3.32 0.88 0.46
H -3.93 -0.13 1.55
H -1.55 -0.85 1.45
H -0.60 2.01 -1.94
```